[1]
{"formula": "C6H10O", "method": "ωB97M-V/def2-TZVPD", "gap_ha": 0.313, "spin_multiplicity": 1, "homo_energy_ev": -8.427, "lumo_ev": 0.08, "symbols": ["C", "C", "C", "C", "O", "C", "C", "H", "H", "H", "H", "H", "H", "H", "H", "H", "H"], "positions_angstrom": [[2.093, 0.581, 0.012], [0.949, -0.360, -0.419], [0.006, -0.854, 0.707], [-1.355, -0.580, 0.077], [-2.409, -0.589, 1.006], [-1.085, 0.757, -0.631], [0.186, 0.523, -1.376], [2.755, 0.093, 0.731], [1.692, 1.488, 0.480], [2.670, 0.885, -0.865], [1.404, -1.201, -0.958], [0.099, -0.255, 1.624], [0.150, -1.903, 0.982], [-3.184, -0.211, 0.571], [-1.909, 1.186, -1.210], [-0.810, 1.503, 0.143], [-1.523, -1.336, -0.711]]}

---

[2]
{"formula": "C6H10O", "method": "ωB97M-V/def2-TZVPD", "gap_ha": 0.320, "spin_multiplicity": 1, "homo_energy_ev": -8.259, "lumo_ev": 0.45, "symbols": ["C", "C", "C", "C", "C", "C", "O", "H", "H", "H", "H", "H", "H", "H", "H", "H", "H"], "positions_angstrom": [[-0.980, 1.460, -0.681], [-0.338, 0.494, 0.319], [-1.092, -0.852, 0.501], [-0.107, -2.000, 0.748], [1.161, -1.383, 0.499], [1.130, 0.071, -0.005], [1.493, 0.160, -1.373], [-1.015, 1.034, -1.690], [-2.013, 1.685, -0.385], [-0.436, 2.409, -0.744], [-0.311, 0.993, 1.297], [-1.681, -1.117, -0.398], [-1.844, -0.792, 1.304], [2.035, -2.051, 0.014], [2.109, -1.782, 1.080], [1.849, 0.713, 0.510], [0.909, -0.430, -1.869]]}

---

[3]
{"formula": "C6H10O", "method": "ωB97M-V/def2-TZVPD", "gap_ha": 0.345, "smiles": "CC=C=C(O)CC", "spin_multiplicity": 1, "homo_energy_ev": -8.587, "lumo_ev": 0.79, "symbols": ["C", "C", "C", "C", "O", "C", "C", "H", "H", "H", "H", "H", "H", "H", "H", "H", "H"], "positions_angstrom": [[-0.897, -0.834, 2.366], [-0.256, 0.206, 1.450], [0.364, -0.454, 0.244], [0.468, 1.346, -2.369], [1.510, -1.137, 0.577], [-0.185, -0.455, -0.963], [-0.449, 0.082, -2.155], [-1.342, -0.362, 3.244], [-0.148, -1.559, 2.697], [-1.679, -1.376, 1.825], [0.515, 0.766, 1.999], [-1.003, 0.931, 1.108], [1.403, 0.883, -2.700], [0.518, 1.712, -1.345], [0.453, 2.320, -2.914], [1.840, -1.562, -0.225], [-1.110, -0.507, -2.840]]}

---

[4]
{"formula": "C6H10O", "method": "ωB97M-V/def2-TZVPD", "gap_ha": [0.393, 0.229], "spin_multiplicity": 1, "homo_energy_ev": [-9.624, -6.733], "lumo_ev": [1.08, -0.50], "symbols": ["C", "C", "C", "C", "C", "C", "O", "H", "H", "H", "H", "H", "H", "H", "H", "H", "H"], "positions_angstrom": [[1.564, 0.398, 1.651], [1.795, 0.072, 0.199], [0.600, 0.882, 0.608], [-0.794, 0.330, 0.518], [-1.388, 0.013, -0.879], [-1.223, -1.374, -0.468], [-0.854, -1.135, 0.806], [1.235, -0.412, 2.296], [2.209, 1.130, 2.131], [2.600, 0.579, -0.327], [1.632, -0.956, -0.115], [0.623, 1.946, 0.369], [-1.484, 0.846, 1.190], [-2.409, 0.386, -0.969], [-0.915, 0.175, -1.870], [-2.223, -1.336, -2.457], [-1.018, -2.339, -0.905]]}

---

[5]
{"formula": "C6H10O", "method": "ωB97M-V/def2-TZVPD", "gap_ha": 0.354, "smiles": "C=CC=C.CC=O", "spin_multiplicity": 1, "homo_energy_ev": -8.939, "lumo_ev": 0.71, "symbols": ["C", "C", "C", "C", "C", "C", "O", "H", "H", "H", "H", "H", "H", "H", "H", "H", "H"], "positions_angstrom": [[-2.535, 0.226, -0.270], [-1.307, 1.075, -0.083], [0.413, -1.596, 0.555], [1.265, -1.217, -0.400], [2.060, 0.025, -0.436], [2.058, 0.992, 0.482], [-0.774, 1.699, -0.968], [-2.488, -0.680, 0.343], [-2.652, -0.030, -1.325], [-3.409, 0.804, 0.054], [-0.917, 1.128, 0.958], [-0.134, -2.532, 0.481], [0.237, -1.000, 1.449], [1.395, -1.875, -1.258], [2.682, 0.155, -1.320], [1.455, 0.937, 1.386], [2.651, 1.892, 0.352]]}

---

[6]
{"formula": "C6H10O", "method": "ωB97M-V/def2-TZVPD", "gap_ha": 0.369, "smiles": "C/C=C/CCC=O", "spin_multiplicity": 1, "homo_energy_ev": -9.084, "lumo_ev": 0.96, "symbols": ["O", "C", "C", "C", "C", "C", "C", "H", "H", "H", "H", "H", "H", "H", "H", "H", "H"], "positions_angstrom": [[-0.800, 2.538, -1.687], [-0.466, 1.410, -1.448], [-1.463, 0.374, -1.000], [-1.079, -0.740, 0.018], [0.408, -0.866, 0.346], [0.880, -1.469, 1.438], [2.185, -1.065, 2.093], [0.582, 1.081, -1.524], [-2.312, 0.909, -0.571], [-1.919, -0.182, -1.821], [-1.473, -0.480, 0.993], [-1.557, -1.674, -0.260], [1.100, -0.427, -0.355], [0.243, -2.185, 1.954], [1.999, -0.305, 2.821], [2.853, -0.750, 1.295], [2.564, -1.932, 2.639]]}

---

[7]
{"formula": "C6H10O", "method": "ωB97M-V/def2-TZVPD", "gap_ha": 0.370, "smiles": "C=CC=C.CC=O", "spin_multiplicity": 1, "homo_energy_ev": -9.176, "lumo_ev": 0.89, "symbols": ["C", "C", "C", "C", "C", "C", "O", "H", "H", "H", "H", "H", "H", "H", "H", "H", "H"], "positions_angstrom": [[1.574, -1.991, 0.859], [0.125, -1.687, 0.600], [0.927, 1.611, -0.209], [0.008, 1.054, -1.001], [-1.417, 0.878, -0.661], [-2.133, 1.716, 0.089], [-0.514, -2.154, -0.314], [2.140, -1.052, 0.883], [1.965, -2.646, 0.078], [1.688, -2.467, 1.839], [-0.349, -0.979, 1.313], [1.959, 1.721, -0.530], [0.677, 1.975, 0.786], [0.317, 0.661, -1.969], [-1.888, -0.017, -1.064], [-1.709, 2.636, 0.485], [-3.176, 1.515, 0.316]]}

---

[8]
{"formula": "C6H10O", "method": "ωB97M-V/def2-TZVPD", "gap_ha": 0.340, "smiles": "C=C(O)/C=C/CC", "spin_multiplicity": 1, "homo_energy_ev": -8.347, "lumo_ev": 0.92, "symbols": ["C", "C", "C", "C", "O", "C", "C", "H", "H", "H", "H", "H", "H", "H", "H", "H", "H"], "positions_angstrom": [[0.194, -0.027, -2.868], [-1.080, 0.094, -2.038], [1.395, 0.743, 2.205], [0.497, 0.035, 1.516], [-0.269, -0.941, 2.070], [0.238, 0.222, 0.094], [-0.898, -0.061, -0.546], [0.724, 0.911, -2.828], [0.741, -0.910, -2.592], [-0.104, -0.074, -3.912], [-1.805, -0.679, -2.315], [-1.610, 1.039, -2.214], [1.478, 0.646, 3.278], [2.021, 1.369, 1.587], [-0.183, -0.953, 3.035], [1.069, 0.562, -0.508], [-1.691, -0.477, 0.072]]}

---

[9]
{"formula": "C6H10O", "method": "ωB97M-V/def2-TZVPD", "gap_ha": 0.380, "spin_multiplicity": 1, "homo_energy_ev": -9.813, "lumo_ev": 0.51, "symbols": ["C", "C", "C", "C", "C", "C", "O", "H", "H", "H", "H", "H", "H", "H", "H", "H", "H"], "positions_angstrom": [[-1.929, -0.406, -0.274], [-1.092, 0.854, -0.352], [-0.276, 1.368, 0.789], [0.479, 0.669, -0.275], [0.954, -0.661, 0.192], [2.292, -1.079, -0.422], [3.012, -0.374, -1.096], [-2.995, -0.161, -0.254], [-1.707, -0.981, 0.629], [-1.749, -1.042, -1.148], [-1.546, 1.591, -1.036], [-0.188, 2.465, 0.789], [-0.054, 0.606, 1.762], [1.224, 1.230, -0.843], [0.261, -1.500, 0.144], [0.722, -0.459, 1.597], [2.591, -2.121, -0.201]]}

---

[10]
{"formula": "C6H10O", "method": "ωB97M-V/def2-TZVPD", "gap_ha": 0.392, "smiles": "C[C@H]1C[C@H]1CC=O", "spin_multiplicity": 1, "homo_energy_ev": -9.608, "lumo_ev": 1.06, "symbols": ["C", "C", "C", "C", "C", "C", "O", "H", "H", "H", "H", "H", "H", "H", "H", "H", "H"], "positions_angstrom": [[-2.088, -0.284, 0.217], [-1.124, 0.731, -0.357], [-0.032, 1.336, 0.473], [0.329, 0.435, -0.672], [0.991, -0.892, -0.389], [2.337, -0.794, 0.297], [2.837, 0.216, 0.728], [-2.726, 0.174, 0.981], [-1.574, -1.127, 0.692], [-2.739, -0.693, -0.563], [-1.592, 1.418, -1.060], [0.179, 2.398, 0.389], [0.123, 0.932, 1.471], [0.708, 0.928, -1.565], [1.133, -1.479, -1.308], [0.374, -1.530, 0.260], [2.862, -1.770, 0.406]]}

---

[11]
{"formula": "C6H10O", "method": "ωB97M-V/def2-TZVPD", "gap_ha": 0.379, "spin_multiplicity": 1, "homo_energy_ev": -9.262, "lumo_ev": 1.05, "symbols": ["C", "C", "C", "C", "C", "C", "O", "H", "H", "H", "H", "H", "H", "H", "H", "H", "H"], "positions_angstrom": [[2.871, -1.247, -0.758], [0.663, 1.016, -1.510], [-0.073, 0.575, -0.519], [-0.676, 1.510, 0.537], [-0.869, -1.279, 1.123], [-0.471, -0.912, -0.291], [2.932, -0.712, 0.237], [0.888, 2.099, -1.440], [0.987, 0.354, -2.302], [-0.177, 1.459, 1.512], [-1.765, 1.259, 0.657], [-0.437, 2.445, 0.228], [-1.611, -0.543, 1.453], [0.017, -1.173, 1.769], [-1.238, -2.359, 1.181], [-1.337, -1.037, -0.999], [0.294, -1.455, -0.877]]}

---

[12]
{"formula": "C6H10O", "method": "ωB97M-V/def2-TZVPD", "gap_ha": 0.315, "spin_multiplicity": 1, "homo_energy_ev": -8.461, "lumo_ev": 0.11, "symbols": ["C", "C", "O", "C", "C", "C", "C", "H", "H", "H", "H", "H", "H", "H", "H", "H", "H"], "positions_angstrom": [[-2.287, -0.390, 0.400], [-0.882, 0.181, 0.455], [0.073, -0.724, 1.044], [1.136, -0.516, 0.140], [0.509, -0.642, -1.234], [-0.380, 0.531, -0.926], [1.724, 1.051, 0.198], [-2.995, 0.354, 0.032], [-2.318, -1.272, -0.238], [-2.596, -0.680, 1.406], [-0.909, 1.081, 1.069], [1.986, -1.153, 0.398], [1.197, -0.476, -2.063], [-0.095, -1.543, -1.426], [1.177, 2.032, 0.124], [2.153, 1.042, 1.191], [2.507, 1.123, -0.569]]}